{
  "formula": "C32H34AsBrF12IrNO2P2",
  "method": "ωB97M-V with the def2-TZVPD basis set",
  "homo_energy_ha": [-0.3382, -0.3470],
  "gap_ev": [8.822, 5.947],
  "total_charge": 0,
  "s2": 6.030,
  "spin_multiplicity": 5,
  "lumo_ev": [-0.38, -3.49],
  "symbols": ["Ir", "Br", "C", "C", "C", "C", "C", "C", "C", "O", "O", "H", "H", "H", "H", "C", "H", "H", "H", "C", "C", "C", "C", "C", "C", "As", "N", "C", "C", "C", "C", "C", "C", "C", "C", "C", "C", "C", "C", "C", "C", "C", "C", "C", "C", "H", "H", "H", "H", "H", "H", "H", "H", "H", "H", "H", "H", "H", "H", "H", "H", "H", "H", "H", "H", "H", "H", "H", "H", "H", "H", "H", "F", "P", "F", "F", "F", "F", "F", "F", "P", "F", "F", "F", "F", "F"],
  "xyz": [[-0.7774, -0.5911, 0.7395], [-2.2487, 3.1749, 8.3310], [-1.8851, 2.3852, 6.6525], [-2.8302, 2.4731, 5.6427], [-2.5573, 1.8971, 4.4129], [-1.3554, 1.2301, 4.2155], [-0.4153, 1.1446, 5.2352], [-0.6760, 1.7349, 6.4602], [-1.0818, 0.5928, 2.9136], [-1.0227, 1.2496, 1.8423], [-0.9056, -0.6753, 2.8234], [-3.7625, 2.9912, 5.8132], [-3.2741, 1.9752, 3.6062], [0.5228, 0.6321, 5.0662], [0.0511, 1.6907, 7.2581], [0.1882, 0.1458, -0.8960], [0.5032, 1.1497, -0.6166], [-0.5765, 0.1911, -1.6733], [1.0550, -0.4442, -1.1861], [5.7732, -5.2145, 3.0743], [4.5992, -4.6889, 2.3046], [4.6706, -4.5193, 0.9233], [3.6093, -4.0130, 0.2005], [3.7738, -3.7802, -1.2771], [2.4190, -3.7052, 0.9007], [1.0312, -3.1580, -0.2516], [-0.5432, -2.5323, 0.5419], [-1.4893, -3.3911, 1.0981], [-1.1732, -4.6964, 1.4895], [-2.1306, -5.5026, 2.0684], [-3.4185, -5.0185, 2.2781], [-3.7375, -3.7215, 1.9039], [-2.7873, -2.9104, 1.3110], [0.4563, -4.5177, -1.5023], [-0.2092, -4.0149, -2.6289], [-0.2346, -2.5534, -2.9559], [-0.8439, -4.9080, -3.4795], [-0.8066, -6.2756, -3.2578], [-1.5102, -7.2307, -4.1762], [-0.0695, -6.7464, -2.1799], [0.5921, -5.9067, -1.2913], [1.4425, -6.5911, -0.2508], [2.3552, -3.7474, 2.3046], [1.2206, -3.2372, 3.1422], [3.4467, -4.2916, 2.9665], [6.5101, -5.6710, 2.4167], [5.4591, -5.9524, 3.8121], [6.2609, -4.4000, 3.6126], [5.5896, -4.7633, 0.4045], [4.8055, -3.9725, -1.5646], [3.5533, -2.7406, -1.5350], [3.1399, -4.4320, -1.8822], [-0.1703, -5.0678, 1.3727], [-1.8713, -6.5099, 2.3665], [-4.1690, -5.6533, 2.7285], [-4.7389, -3.3399, 2.0452], [-3.0858, -1.9299, 0.9627], [-0.8121, -1.9951, -2.2224], [-0.7217, -2.3838, -3.9138], [0.7743, -2.1373, -3.0115], [-1.3827, -4.5170, -4.3330], [-2.1747, -6.7048, -4.8584], [-2.1000, -7.9509, -3.6095], [-0.7897, -7.7934, -4.7717], [0.0032, -7.8157, -2.0184], [1.0543, -7.5917, -0.0693], [1.5152, -6.0771, 0.6995], [2.4649, -6.6987, -0.6199], [0.5222, -2.6103, 2.6022], [1.6370, -2.6243, 3.9412], [0.6711, -4.0624, 3.6020], [3.4075, -4.3587, 4.0476], [-2.6385, 0.4250, -0.3812], [-3.7768, -0.3300, -1.3983], [-4.5068, 1.0724, -1.5559], [-4.6410, -0.6589, -0.0723], [-2.9520, -1.7204, -1.1511], [-4.8186, -1.0815, -2.3320], [-2.7996, -0.0076, -2.6360], [1.6320, -0.8675, 1.4717], [3.2241, -0.2768, 1.3368], [4.7207, 0.2324, 1.1883], [3.7059, -1.6326, 2.0658], [3.2893, -1.0550, -0.0991], [3.0292, 0.4229, 2.7642], [2.6390, 1.0225, 0.6025]]
}



{
  "formula": "C5H15NO3",
  "method": "ωB97M-V with the def2-TZVPD basis set",
  "homo_energy_ha": -0.3612,
  "gap_ev": 10.407,
  "total_charge": 0,
  "smiles": "CCC[C@H](N)C=O.O.O",
  "lumo_ev": 0.58,
  "symbols": ["O", "C", "C", "C", "C", "C", "N", "H", "H", "H", "H", "H", "H", "H", "H", "H", "H", "H", "H", "H", "O", "H", "H", "O"],
  "xyz": [[-0.1937, -1.2992, -2.8868], [0.5187, -1.5712, -1.9533], [1.0000, -0.4638, -1.0133], [-0.1987, 0.0750, -0.2323], [-0.4433, -0.7210, 1.0761], [-0.5372, 0.2583, 2.2187], [1.7166, 0.5268, -1.8699], [0.9469, -2.5891, -1.8454], [1.8220, -0.7984, -0.3712], [-1.0516, -0.0584, -0.8966], [-0.1023, 1.1596, -0.1509], [-1.2717, -1.4140, 0.9458], [0.3575, -1.4205, 1.3551], [-1.3692, 0.9795, 2.2611], [-0.7489, -0.2596, 3.1657], [0.3390, 0.8998, 2.3018], [2.2399, 0.0406, -2.5811], [1.0516, 1.1043, -2.3532], [-3.0228, -0.6157, 0.8266], [-3.8522, 0.2362, -0.3194], [-3.8830, -0.2757, 0.5046], [1.8357, 1.5847, 0.1632], [2.9105, 2.3318, 0.8492], [1.9361, 2.2901, 0.8056]]
}



{
  "formula": "C3H9NO2S",
  "method": "ωB97M-V with the def2-TZVPD basis set",
  "homo_energy_ha": -0.2992,
  "gap_ev": 4.421,
  "total_charge": 0,
  "lumo_ev": -3.72,
  "symbols": ["O", "C", "C", "C", "S", "N", "H", "H", "H", "H", "H", "H", "H", "H", "H", "O"],
  "xyz": [[-1.6780, -0.7851, -2.0686], [-1.3996, -0.9949, -0.9040], [-0.4245, -1.9300, -0.4074], [1.4631, 1.1153, -0.8386], [1.6473, 1.0536, 0.9520], [-0.0460, -1.8338, 0.9089], [-1.8999, -0.4468, -0.0840], [0.1148, -2.5778, -1.1008], [1.3739, 2.1398, -1.1893], [2.3482, 0.6468, -1.2794], [0.5867, 0.5304, -1.1401], [0.8279, -1.2678, 1.0555], [-0.0049, -2.7266, 1.3779], [-1.5984, 2.3213, 1.5406], [-0.4211, 1.4478, 1.0832], [-1.3932, 1.5778, 0.9668]]
}



{
  "formula": "C40H55FN19O3S",
  "method": "ωB97M-V with the def2-TZVPD basis set",
  "homo_energy_ha": -0.4504,
  "gap_ev": 6.490,
  "total_charge": 1,
  "lumo_ev": -5.77,
  "symbols": ["O", "C", "N", "N", "C", "C", "C", "C", "C", "S", "O", "O", "F", "H", "H", "H", "H", "C", "C", "N", "H", "H", "H", "C", "C", "N", "H", "H", "H", "C", "C", "N", "H", "H", "H", "C", "C", "N", "H", "H", "H", "C", "C", "N", "H", "H", "H", "C", "C", "N", "H", "H", "H", "C", "C", "N", "H", "H", "H", "C", "C", "N", "H", "H", "H", "C", "C", "N", "H", "H", "H", "C", "C", "N", "H", "H", "H", "C", "C", "N", "H", "H", "H", "C", "C", "N", "H", "H", "H", "C", "C", "N", "H", "H", "H", "C", "C", "N", "H", "H", "H", "C", "C", "N", "H", "H", "H", "C", "C", "N", "H", "H", "H", "C", "C", "N", "H", "H", "H"],
  "xyz": [[-2.7120, 1.4473, -1.7455], [-1.5747, 0.8067, -2.1350], [-0.4689, 0.0201, -2.4815], [-0.4851, -0.9874, -1.4917], [-1.5100, -2.1121, -1.7458], [-1.7091, -3.3445, -0.6814], [-0.7674, -3.3498, 0.6662], [0.3243, -2.1073, 0.8820], [0.4066, -0.9158, -0.2702], [1.6338, 0.5141, 0.0475], [1.1212, 1.8565, -0.5970], [3.0093, 0.0968, -0.5945], [1.7793, 0.8467, 1.7392], [-2.1633, -2.0716, -2.7344], [-2.5363, -4.1559, -0.9368], [-0.8422, -4.2218, 1.4778], [0.9941, -2.1114, 1.8693], [4.6223, 3.0268, -0.4371], [5.4764, 3.9024, 0.3827], [6.1512, 4.5942, 1.0304], [5.0531, 2.8551, -1.4292], [4.4831, 2.0457, 0.0292], [3.6268, 3.4578, -0.5871], [5.4836, 6.5544, 3.3442], [5.7075, 6.9899, 4.7330], [5.8844, 7.3339, 5.8301], [5.5594, 7.3904, 2.6409], [6.2164, 5.8025, 3.0329], [4.4905, 6.1115, 3.2143], [4.3464, 4.8999, 7.5736], [3.7671, 3.5467, 7.5346], [3.3095, 2.4776, 7.5039], [5.2810, 4.9236, 8.1439], [4.5712, 5.2727, 6.5687], [3.6645, 5.6186, 8.0402], [-1.5852, -5.0841, -5.0864], [-1.1738, -5.2329, -3.6804], [-0.8488, -5.3505, -2.5695], [-2.4527, -5.7094, -5.3224], [-1.8587, -4.0498, -5.3206], [-0.7832, -5.3704, -5.7750], [-5.0112, 2.7238, 0.6179], [-5.5905, 1.3706, 0.5789], [-6.0482, 0.3015, 0.5482], [-4.0766, 2.7475, 1.1882], [-4.7864, 3.0967, -0.3870], [-5.6931, 3.4425, 1.0845], [5.1032, 10.7656, 6.1195], [5.6171, 11.9248, 6.8682], [6.0231, 12.8406, 7.4597], [4.0238, 10.6415, 6.2569], [5.2827, 10.8668, 5.0439], [5.5794, 9.8332, 6.4405], [-2.3870, -7.7462, -8.6887], [-2.7387, -6.4255, -8.1405], [-3.0166, -5.3822, -7.7073], [-3.2271, -8.1976, -9.2269], [-1.5494, -7.6824, -9.3914], [-2.0944, -8.4469, -7.8996], [-6.2332, -3.9661, -5.8150], [-5.2352, -4.1869, -4.7549], [-4.4468, -4.3614, -3.9175], [-5.7610, -3.8368, -6.7946], [-6.9271, -4.8091, -5.8992], [-6.8339, -3.0704, -5.6248], [-6.5899, 4.5070, 4.7952], [-6.1413, 4.9601, 3.4680], [-5.7868, 5.3181, 2.4193], [-5.7741, 4.5238, 5.5256], [-7.3905, 5.1415, 5.1901], [-6.9750, 3.4823, 4.7641], [-2.4239, 0.6483, 3.1470], [-1.7837, -0.6672, 3.3138], [-1.2778, -1.7065, 3.4456], [-2.4008, 0.9801, 2.1036], [-3.4740, 0.6293, 3.4571], [-1.9246, 1.4197, 3.7427], [3.7647, -1.5385, 4.5962], [3.5681, -1.9962, 3.2105], [3.4128, -2.3578, 2.1158], [4.7541, -1.0912, 4.7380], [3.0245, -0.7835, 4.8817], [3.6773, -2.3636, 5.3110], [-8.0963, -0.5346, -3.5531], [-8.2929, -0.9923, -4.9388], [-8.4482, -1.3539, -6.0335], [-7.1068, -0.0873, -3.4113], [-8.8365, 0.2204, -3.2676], [-8.1836, -1.3597, -2.8383], [9.1539, 6.4348, 1.1900], [8.8022, 7.7554, 1.7382], [8.5242, 8.7987, 2.1713], [8.3138, 5.9834, 0.6517], [9.9914, 6.4985, 0.4873], [9.4464, 5.7340, 1.9791], [-9.0190, -2.6125, 0.3930], [-9.2156, -3.0702, -0.9928], [-9.3709, -3.4318, -2.0875], [-8.0295, -2.1651, 0.5347], [-9.7591, -1.8575, 0.6784], [-9.1063, -3.4375, 1.1078], [0.5058, -4.1422, -9.1453], [0.4450, -5.5917, -9.3972], [0.3971, -6.7369, -9.5961], [1.5126, -3.8238, -8.8551], [0.2277, -3.5652, -10.0337], [-0.1729, -3.8427, -8.3398], [1.4759, -8.7092, -3.3316], [0.3865, -8.7224, -4.3221], [-0.4742, -8.7329, -5.1047], [2.4274, -8.4054, -3.7806], [1.2686, -8.0136, -2.5115], [1.6296, -9.6977, -2.8861], [7.8364, -0.9408, 5.7874], [7.2571, -2.2941, 5.7484], [6.7994, -3.3632, 5.7177], [8.7710, -0.9171, 6.3577], [8.0612, -0.5680, 4.7825], [7.1545, -0.2221, 6.2540]]
}



{
  "formula": "C2H5FNO3PS2",
  "method": "ωB97M-V with the def2-TZVPD basis set",
  "homo_energy_ha": -0.3529,
  "gap_ev": 9.622,
  "total_charge": 0,
  "lumo_ev": 0.02,
  "symbols": ["O", "C", "C", "N", "P", "S", "S", "O", "O", "F", "H", "H", "H", "H", "H"],
  "xyz": [[-2.8681, -0.8440, 0.9044], [-1.7893, -0.7902, 0.3569], [-1.0925, 0.5473, 0.2307], [0.3995, 0.5566, 0.1134], [1.2489, -0.7032, 0.9692], [0.9628, -0.5296, 2.8688], [0.9154, 0.7780, -1.4346], [2.3186, 0.6530, -1.4678], [0.1139, 0.0955, -2.3760], [0.5693, 2.2603, -1.5659], [-1.3735, -1.7038, -0.0896], [-1.3731, 1.1548, 1.0718], [-1.4968, 1.0178, -0.6528], [2.5880, -0.5427, 0.6236], [0.8767, -1.9499, 0.4481]]
}